Below is an isolated molecule of C6H11NO in a non-equilibrium geometry, with properties calculated with wB97M-V/def2-TZVPD.

Summary:
max |F|: 1.18 eV/Å
LUMO level (alpha / beta): 0.025 / 0.032 hartree

```
19
C6H11NO wB97M-V/def2-TZVPD
C -0.507 1.317 -0.392
C 0.577 1.460 0.620
C -2.791 -1.137 0.600
C 1.319 -1.201 -0.655
N -1.582 -0.367 0.721
C 1.930 1.133 0.032
C 2.236 -0.033 -0.522
O -1.470 0.478 -0.309
H -0.520 1.904 -1.296
H 0.596 2.483 1.004
H 0.341 0.776 1.442
H 2.660 1.917 0.068
H 3.231 -0.162 -0.951
H -3.613 -0.637 1.105
H -2.610 -2.093 1.079
H -3.077 -1.312 -0.448
H 0.514 -1.166 0.068
H 0.883 -1.232 -1.654
H 1.879 -2.128 -0.510
```